Below is a cluster of 5 separate species, C46H52BrF47N3O5S4 in total in a non-equilibrium geometry, with properties calculated with ωB97M-V/def2-TZVPD.

```
158
Properties=species:S:1:pos:R:3:mulliken_charge:R:1
C -5.14592 -1.52344 5.81468 -0.75
C -4.48484 -2.96524 5.48428 -0.90
C -3.08655 -2.86957 4.73992 0.33
F -2.40957 -4.13993 4.90746 -0.33
C -3.16974 -2.54109 3.14243 1.15
S -4.91821 -2.39145 2.49968 -0.11
N -2.60310 -3.76561 2.47020 -0.21
C -2.10114 -3.48513 1.10055 -0.36
C -1.50855 -4.86669 0.48179 -1.50
C -1.18359 -5.96763 1.59148 -0.51
C -0.45123 -7.25260 0.95028 0.67
F -1.48888 -8.14705 0.54000 -0.34
F 0.27639 -6.95482 -0.21240 -0.33
C 0.39690 -8.06271 2.04822 0.66
F -0.08534 -7.87318 3.35441 -0.29
F 0.21025 -9.44006 1.74718 -0.34
C 1.98772 -7.82593 1.92634 0.61
F 2.22631 -6.43865 1.79861 -0.28
F 2.39515 -8.56414 0.80288 -0.28
C 2.79692 -8.32963 3.20544 0.64
F 2.72777 -7.33633 4.19636 -0.28
F 2.20947 -9.48610 3.77250 -0.26
C 4.33026 -8.69164 2.94181 0.51
F 4.49672 -9.87362 2.21520 -0.24
F 4.88940 -8.94996 4.22188 -0.28
C 5.20331 -7.47808 2.34708 0.60
F 5.21775 -6.36061 3.18927 -0.21
F 4.89553 -7.16674 1.02690 -0.20
F 6.53714 -7.94611 2.32924 -0.25
C -0.98182 -2.31460 1.07191 0.25
F -0.42147 -2.15715 -0.23877 -0.43
C 0.20876 -2.81943 1.99336 -1.00
C 1.24317 -1.70399 2.47951 -0.63
C 1.84919 -0.78202 1.32738 0.43
S 3.27618 0.17582 2.10394 -0.14
C 2.58231 1.20282 3.51515 0.11
S 2.38802 0.56855 5.06583 -0.12
N 2.20817 2.61702 3.35121 0.10
C 2.98111 3.29264 2.27232 -0.96
C 2.33235 3.19228 0.81931 0.25
O 1.03577 3.83390 0.88269 -0.39
C 0.22452 2.97986 1.71087 0.92
C 0.73733 2.80646 3.21268 -0.82
N -1.68659 -1.08071 1.55383 1.40
C -2.64448 -0.52797 0.50758 0.02
C -2.14866 0.94577 0.04233 -0.63
C -1.01573 0.90992 -1.07386 -0.28
S -1.69261 0.39574 -2.75123 -0.18
C -2.26978 -1.22998 2.92573 -1.60
Br -3.14585 0.44819 3.59393 0.07
H -4.33872 -0.75918 6.10373 0.16
H -5.93665 -1.63690 6.61981 0.38
H -5.66446 -1.07248 4.90031 0.14
H -4.25878 -3.40915 6.52118 0.41
H -5.22957 -3.68700 5.01384 0.31
H -2.45278 -2.11879 5.31745 0.15
H -5.31831 -1.06726 2.47534 0.18
H -3.37142 -4.45358 2.46493 0.56
H -3.00791 -3.24017 0.45154 0.69
H -0.64566 -4.66056 -0.23972 0.34
H -2.33840 -5.31208 -0.17673 0.39
H -2.19586 -6.37259 1.95020 0.32
H -0.62255 -5.54928 2.48197 0.29
H 0.81070 -3.56625 1.35990 0.52
H -0.11500 -3.40233 2.91710 0.14
H 0.76485 -1.05119 3.29814 -0.19
H 2.09747 -2.25274 3.01580 0.59
H 1.08502 0.00375 1.02326 -0.86
H 2.18423 -1.39411 0.43597 0.48
H 3.05872 4.41012 2.52759 0.33
H 4.04881 2.89121 2.29168 0.46
H 2.99077 3.70783 0.03935 0.12
H 2.15885 2.13306 0.44408 -0.04
H 0.15989 1.94740 1.20786 -1.06
H -0.82513 3.44787 1.74426 0.57
H 0.41838 3.75372 3.77864 0.24
H 0.16071 1.95269 3.72028 0.33
H -0.94652 -0.34660 1.63782 -0.35
H -3.70158 -0.38483 0.87926 0.11
H -2.72895 -1.20193 -0.41457 0.40
H -1.90644 1.57761 0.95179 -0.16
H -3.07470 1.41146 -0.45384 0.55
H -0.67781 1.99935 -1.22320 0.27
H -0.08009 0.33439 -0.78998 0.21
H -0.53114 0.39075 -3.53452 0.17
H -1.37774 -1.35132 3.63900 0.56
C -1.51819 8.02097 -0.45546 -0.81
C -2.23094 6.71808 -0.87548 0.91
C -1.31376 5.56304 -1.27672 0.46
F -0.53611 5.86560 -2.33228 -0.19
F -2.04609 4.47620 -1.64350 -0.27
F -3.12106 6.99961 -1.85430 -0.28
F -2.97331 6.30279 0.19506 -0.33
O -1.40078 9.03493 -1.46176 -0.40
C -0.31514 8.91974 -2.35614 0.69
C -0.77446 8.66182 -3.79560 0.26
F -1.52153 7.54244 -3.88484 -0.23
F 0.28650 8.48549 -4.62234 -0.20
F 0.54686 7.98902 -1.90420 -0.21
F 0.34609 10.09576 -2.30000 -0.31
H -2.14838 8.47919 0.31158 0.45
H -0.56692 7.83233 0.04840 0.36
H -0.66971 5.26327 -0.44422 -0.12
H -1.37209 9.49507 -4.17275 0.20
C 2.05711 4.28419 -5.60811 -0.72
C 2.76026 3.53311 -4.45456 0.88
C 2.98797 4.34073 -3.17624 0.45
F 3.76592 5.41581 -3.37726 -0.23
F 3.62383 3.58970 -2.23350 -0.29
F 3.91885 3.00532 -4.91156 -0.28
F 1.96585 2.46587 -4.13221 -0.31
O 2.89181 4.83769 -6.63690 -0.38
C 3.45464 6.10977 -6.39271 0.69
C 4.98404 6.07315 -6.29784 0.14
F 5.40559 5.23935 -5.32546 -0.22
F 5.47310 7.30059 -6.00106 -0.25
F 2.86897 6.65694 -5.31236 -0.24
F 3.09798 6.88889 -7.44112 -0.25
H 1.45798 3.53466 -6.13227 0.44
H 1.32847 5.01327 -5.24427 0.32
H 2.03896 4.67425 -2.74554 0.01
H 5.42565 5.74135 -7.24053 0.28
C 0.51981 10.99285 -7.84685 -0.70
C -0.18017 9.67895 -8.25955 0.83
C 0.73704 8.52945 -8.68467 0.52
F 1.48666 8.82847 -9.75919 -0.25
F -0.00053 7.44124 -9.02759 -0.30
F -1.09895 9.95408 -9.21448 -0.30
F -0.88673 9.24451 -7.17350 -0.25
O 0.60431 12.03473 -8.83006 -0.43
C 1.67128 11.98744 -9.75308 0.77
C 1.19583 11.78162 -11.19575 0.19
F 0.48241 10.64561 -11.33130 -0.21
F 2.25256 11.68340 -12.03745 -0.25
F 2.57078 11.06900 -9.35723 -0.28
F 2.29519 13.18237 -9.65982 -0.30
H -0.10494 11.42838 -7.06219 0.39
H 1.48383 10.81469 -7.36400 0.38
H 1.40216 8.23599 -7.86980 -0.06
H 0.56780 12.61404 -11.52192 0.24
C -1.64691 -12.53686 4.95047 -0.80
C -2.55880 -11.33420 4.62107 0.86
C -1.98962 -9.94728 4.92648 0.65
F -1.70989 -9.77292 6.22935 -0.25
F -2.89174 -8.98292 4.60009 -0.27
F -3.75601 -11.51403 5.22664 -0.28
F -2.80683 -11.38491 3.27856 -0.31
O -1.87558 -13.22014 6.19180 -0.41
C -1.27242 -12.69643 7.35530 0.81
C -2.29838 -12.19711 8.37889 0.18
F -3.09793 -11.24138 7.86259 -0.21
F -1.67647 -11.65020 9.45108 -0.26
F -0.36836 -11.76015 7.01374 -0.28
F -0.56717 -13.71328 7.89711 -0.29
H -1.86948 -13.29408 4.19386 0.45
H -0.58855 -12.30620 4.80601 0.36
H -1.08110 -9.75936 4.34899 -0.22
H -2.93349 -13.01567 8.72560 0.25
```

Values from the calculation:
Frontier orbital gap (eV): 7.644
HOMO energy (eV): -11.1
Net charge: +1